C4H3GaLiO2 | ωB97M-V/def2-TZVPD

CARTESIAN COORDINATES (ANGSTROEM)
Ga -1.668 0.771 3.012
O -0.007 -0.161 0.989
C -0.818 -0.423 -0.190
H -1.268 -1.408 -0.373
H -1.615 0.330 -0.255
C 0.826 0.636 -2.029
C 0.356 -0.189 -1.113
C 1.282 0.218 -0.041
O 2.415 0.264 0.344
Li 0.015 -1.339 2.475
H 0.481 1.299 -2.819

Output
Spin multiplicity = 2
<S²> = 0.764
Frontier orbital gap (spin up / spin down) = 7.08 / 8.20 eV
Charge = +2